An isolated molecule of C4H4O. Source: the Open Molecules 2025 dataset; level of theory: wB97M-V/def2-TZVPD.

```
9
Properties=species:S:1:pos:R:3
C -1.257 -0.730 -0.189
C -1.480 -2.081 -0.818
C -0.227 0.061 0.540
C 0.938 0.501 -0.233
O -1.503 0.571 0.174
H -0.279 -0.065 1.598
H 0.811 0.878 -1.197
H 1.649 -0.341 -0.279
H 1.347 1.207 0.404
```

Values from the calculation:
multiplicity = 1
Kohn-Sham gap = 8.103 eV
energy above the lowest of the compared OMol25 structures with the same formula, charge and spin = 6.233 eV
LUMO = -0.0368 hartree

=====

A structure of composition C13H24MnN5S2Sb. Source: the Open Molecules 2025 dataset; level of theory: wB97M-V/def2-TZVPD.

```
46
Properties=species:S:1:pos:R:3
Mn -0.128 -0.469 0.232
C 0.818 -0.621 -2.746
C 1.402 0.748 -2.366
N 0.749 1.247 -1.145
C 1.632 1.954 -0.216
C 2.656 0.996 0.440
N 2.151 -0.382 0.531
C 2.787 -1.360 -0.371
C 1.743 -2.236 -1.080
N 0.574 -1.467 -1.562
H -0.148 -0.469 -3.238
H 1.487 -1.128 -3.453
H 2.474 0.666 -2.194
H 1.253 1.434 -3.206
H -0.002 1.879 -1.426
H 2.178 2.778 -0.695
H 0.990 2.376 0.564
H 3.599 1.019 -0.114
H 2.858 1.378 1.442
H 2.274 -0.700 1.492
H 3.383 -0.842 -1.122
H 3.460 -2.023 0.183
H 2.234 -2.762 -1.910
H 1.366 -2.985 -0.372
H -0.117 -2.165 -1.855
S -0.222 -0.161 2.473
C -1.435 -1.280 3.023
C -1.731 -1.273 4.399
N -1.959 -1.230 5.521
C -2.064 -2.112 2.137
S -1.675 -2.064 0.448
C -3.039 -3.050 2.532
N -3.841 -3.820 2.808
C -3.991 2.347 -0.648
Sb -2.414 1.655 0.659
C -3.653 1.344 2.397
C -1.640 3.595 1.226
H -4.508 3.170 -0.172
H -4.688 1.537 -0.826
H -3.581 2.684 -1.591
H -4.332 2.188 2.486
H -3.037 1.272 3.289
H -4.230 0.430 2.287
H -2.433 4.150 1.715
H -1.316 4.141 0.346
H -0.809 3.488 1.918
```

Values from the calculation:
⟨S²⟩ = 6.211
multiplicity = 5
net charge = +1
Kohn-Sham gap (alpha / beta) = 5.384 / 7.284 eV
energy above the lowest of the compared OMol25 structures with the same formula, charge and spin = 0.712 eV
LUMO (alpha / beta) = -0.1979 / -0.1395 hartree

=====

An isolated molecule of C20H20O5. Source: the Open Molecules 2025 dataset; level of theory: wB97M-V/def2-TZVPD.

```
45
Properties=species:S:1:pos:R:3
C -0.615 -0.587 -3.251
O -0.331 -1.101 -1.948
C 0.563 -0.409 -1.118
C 1.456 -1.441 -0.442
C 2.777 -1.113 -0.125
C 3.645 -2.110 0.332
C 3.198 -3.431 0.432
C 1.898 -3.763 0.047
C 1.020 -2.768 -0.385
C -0.193 0.424 -0.050
C -1.204 1.394 -0.741
C -0.755 2.623 -1.250
C -1.515 3.291 -2.219
C -2.741 2.772 -2.639
C -3.228 1.599 -2.060
C -2.467 0.912 -1.108
C -0.915 -0.630 0.781
O -1.636 -1.481 0.294
O -0.649 -0.707 2.111
C -0.077 0.414 2.816
C -1.101 1.511 3.047
C 0.468 -0.200 4.098
O 1.035 0.919 2.047
C 0.878 1.159 0.720
O 1.694 1.883 0.176
H -1.677 -0.792 -3.440
H -0.443 0.503 -3.361
H 0.002 -1.136 -3.978
H 1.187 0.299 -1.694
H 3.099 -0.080 -0.261
H 4.677 -1.857 0.572
H 3.885 -4.221 0.757
H 1.537 -4.791 0.036
H 0.016 -3.006 -0.725
H 0.210 3.012 -0.938
H -1.112 4.214 -2.640
H -3.323 3.283 -3.412
H -4.189 1.169 -2.342
H -2.816 -0.034 -0.702
H -1.535 1.859 2.101
H -1.898 1.140 3.707
H -0.609 2.353 3.550
H 1.098 -1.059 3.845
H 1.057 0.534 4.649
H -0.369 -0.551 4.711
```

Values from the calculation:
multiplicity = 1
SMILES string = CO[C@H](c1ccccc1)C1(c2ccccc2)C(=O)OC(C)(C)OC1=O
Kohn-Sham gap = 9.874 eV
energy above the lowest of the compared OMol25 structures with the same formula, charge and spin = 0.776 eV
LUMO = 0.0282 hartree

=====

Question: Number 2 is which compound?
Answer: C13H24MnN5S2Sb

=====

Question: Among the records above, which one has the lowest energy above the lowest of the compared OMol25 structures with the same formula, charge and spin?
Answer: C13H24MnN5S2Sb

=====

Repeat the third record exactly.
An isolated molecule of C20H20O5. Source: the Open Molecules 2025 dataset; level of theory: wB97M-V/def2-TZVPD.

```
45
Properties=species:S:1:pos:R:3
C -0.615 -0.587 -3.251
O -0.331 -1.101 -1.948
C 0.563 -0.409 -1.118
C 1.456 -1.441 -0.442
C 2.777 -1.113 -0.125
C 3.645 -2.110 0.332
C 3.198 -3.431 0.432
C 1.898 -3.763 0.047
C 1.020 -2.768 -0.385
C -0.193 0.424 -0.050
C -1.204 1.394 -0.741
C -0.755 2.623 -1.250
C -1.515 3.291 -2.219
C -2.741 2.772 -2.639
C -3.228 1.599 -2.060
C -2.467 0.912 -1.108
C -0.915 -0.630 0.781
O -1.636 -1.481 0.294
O -0.649 -0.707 2.111
C -0.077 0.414 2.816
C -1.101 1.511 3.047
C 0.468 -0.200 4.098
O 1.035 0.919 2.047
C 0.878 1.159 0.720
O 1.694 1.883 0.176
H -1.677 -0.792 -3.440
H -0.443 0.503 -3.361
H 0.002 -1.136 -3.978
H 1.187 0.299 -1.694
H 3.099 -0.080 -0.261
H 4.677 -1.857 0.572
H 3.885 -4.221 0.757
H 1.537 -4.791 0.036
H 0.016 -3.006 -0.725
H 0.210 3.012 -0.938
H -1.112 4.214 -2.640
H -3.323 3.283 -3.412
H -4.189 1.169 -2.342
H -2.816 -0.034 -0.702
H -1.535 1.859 2.101
H -1.898 1.140 3.707
H -0.609 2.353 3.550
H 1.098 -1.059 3.845
H 1.057 0.534 4.649
H -0.369 -0.551 4.711
```

Values from the calculation:
multiplicity = 1
SMILES string = CO[C@H](c1ccccc1)C1(c2ccccc2)C(=O)OC(C)(C)OC1=O
Kohn-Sham gap = 9.874 eV
energy above the lowest of the compared OMol25 structures with the same formula, charge and spin = 0.776 eV
LUMO = 0.0282 hartree